1.
Below is 2 unconnected molecules or ions with the total composition C10H26BCl3N2PS, with properties calculated with ωB97M-V with the def2-TZVPD basis set.

CARTESIAN COORDINATES (ANGSTROEM)
1 Cl 0.5417 -2.5528 -5.7124
2 Cl 2.6880 -1.8444 -7.5384
3 Cl 2.8880 -1.1566 -4.7186
4 S 0.8464 2.0329 -1.6215
5 P -0.7141 -0.7105 -0.8209
6 N -4.4939 0.1036 2.6944
7 N 0.9822 0.7638 1.0427
8 C -2.4266 1.3232 1.0237
9 C 2.1667 -0.0411 0.8054
10 C -1.1997 1.9796 0.3775
11 C 2.2806 -2.3234 -5.8814
12 C -1.8929 -0.1463 -2.1500
13 C 3.3250 0.3247 1.7386
14 C 0.5839 -1.4465 -1.9267
15 C -3.1935 0.4370 3.2948
16 C 3.2349 -0.3153 3.1370
17 C -2.0829 0.4569 2.2486
18 B 0.0162 0.9893 -0.1186
19 H 3.3819 1.4130 1.8266
20 H 1.9302 -1.0991 0.9841
21 H 2.7626 -3.2726 -5.6896
22 H 2.5274 0.0322 -0.2323
23 H 1.7090 1.1700 -2.1794
24 H -2.9355 -0.2885 4.0766
25 H 0.7469 -0.8154 -2.8011
26 H -2.9800 0.7226 0.2955
27 H -3.2591 1.4284 3.7574
28 H -0.7653 2.6365 1.1468
29 H -4.3682 -0.5216 1.9084
30 H -3.1240 2.1048 1.3529
31 H 1.2907 1.6790 1.3569
32 H -1.1556 0.8128 2.6969
33 H 2.9157 0.4045 3.8925
34 H -1.4823 -0.3720 -3.1368
35 H 4.2593 0.0130 1.2619
36 H -1.9122 -0.5719 1.9183
37 H 2.5212 -1.1392 3.1338
38 H 1.5194 -1.6468 -1.4071
39 H 0.1980 -2.4048 -2.2900
40 H -5.1031 -0.3456 3.3633
41 H -1.5227 2.6437 -0.4313
42 H 4.2056 -0.6964 3.4623
43 H -2.8368 -0.6867 -2.0558
44 H -2.0733 0.9262 -2.0850

Calculated values
* total charge: -1
* highest occupied orbital energy: -3.48 eV
* multiplicity: 1
* gap between HOMO and LUMO: 0.2159 hartree



2.
Below is a molecular structure, C10H26NO3SSb, with properties calculated with ωB97M-V with the def2-TZVPD basis set.

CARTESIAN COORDINATES (ANGSTROEM)
1 Sb -6.3485 1.7590 0.6466
2 S -3.0117 2.1057 0.3014
3 O 1.8958 -2.2196 -1.7795
4 O -2.3545 3.0702 -0.5623
5 O -2.1865 1.1448 1.0160
6 N 2.4462 -1.4430 -0.9283
7 C 2.4994 -3.4677 0.4524
8 C 2.0835 0.2269 -2.6853
9 C 2.2301 0.0242 -1.1808
10 C 3.5549 -1.4227 1.3369
11 C 1.0549 -1.5049 1.0893
12 C 2.3952 -1.9474 0.4891
13 C 0.8300 -0.0009 0.9744
14 C -4.3412 1.3338 -0.4659
15 C 0.9277 0.4384 -0.4795
16 C 3.4335 0.8537 -0.6915
17 H 1.2129 -0.2889 -3.0783
18 H -3.6271 2.8357 1.2653
19 H 3.7364 1.5552 -1.4689
20 H -0.1657 0.2573 1.3306
21 H 0.2478 -2.0255 0.5653
22 H 3.4298 -3.7810 -0.0242
23 H 2.4902 -3.8415 1.4785
24 H 1.6705 -3.9110 -0.0909
25 H 1.0216 -1.8282 2.1340
26 H -4.1783 0.2597 -0.4688
27 H 1.5401 0.5469 1.6030
28 H 4.5157 -1.6813 0.8876
29 H -7.8537 2.1187 1.4779
30 H 3.5256 -0.3500 1.5032
31 H 4.2971 0.2279 -0.4771
32 H -6.4640 0.0305 0.9904
33 H 3.4970 -1.9050 2.3143
34 H 0.0889 -0.0049 -1.0246
35 H 2.9673 -0.1306 -3.2165
36 H 3.1970 1.4327 0.2015
37 H 0.8112 1.5213 -0.5676
38 H -6.0573 3.4600 0.2346
39 H -7.1413 1.5173 -0.9133
40 H -4.4316 1.7548 -1.4635
41 H -5.4098 1.9824 2.1442
42 H 1.9710 1.2971 -2.8697

Calculated values
* total charge: -1
* highest occupied orbital energy (spin up / spin down): -4.44 / -4.44 eV
* expectation value of S²: 0.75
* multiplicity: 2
* gap between HOMO and LUMO (spin up / spin down): 0.2603 / 0.2587 hartree



3.
Below is a molecular structure, C10H26NOPTa, with properties calculated with ωB97M-V with the def2-TZVPD basis set.

CARTESIAN COORDINATES (ANGSTROEM)
1 Ta -0.3989 -0.1826 -0.9901
2 P -1.4211 -2.0178 0.4732
3 O 0.3271 0.7725 0.5510
4 N 2.3120 -2.9058 -0.4941
5 C 3.5959 -0.8440 -0.1978
6 C 1.6002 -1.0266 -1.8069
7 C -1.1328 2.9764 -1.7690
8 C -3.9313 -0.9510 1.3463
9 C -1.0229 -1.6157 2.2447
10 C 2.4923 -1.6799 -0.8318
11 C -3.2769 -1.9765 0.4268
12 C 1.3519 1.7518 0.5581
13 C 2.0177 1.8902 1.9098
14 C -0.4266 1.6892 -2.2081
15 H -3.6825 -2.9791 0.6117
16 H 3.3300 -0.6102 0.8394
17 H -0.8418 1.3256 -3.1556
18 H 4.5409 -1.3925 -0.1898
19 H -1.1407 -1.0833 -2.4156
20 H -1.5639 -2.2792 2.9269
21 H -3.5052 -1.7354 -0.6147
22 H 0.9187 2.7036 0.2282
23 H -1.2096 -0.5727 2.5040
24 H 0.6361 1.9068 -2.4127
25 H 3.7495 0.1089 -0.7075
26 H 2.0982 1.4742 -0.1992
27 H -3.7803 -1.2013 2.4001
28 H -1.8455 3.3445 -2.5172
29 H -0.4368 3.8102 -1.6095
30 H 1.2718 -1.7361 -2.5700
31 H 2.0864 -0.1733 -2.2974
32 H 2.9971 -3.1985 0.2032
33 H -5.0104 -0.8659 1.1764
34 H -3.4861 0.0317 1.1651
35 H 2.3096 0.9136 2.3074
36 H 2.9171 2.5092 1.8364
37 H 1.3466 2.3565 2.6371
38 H -1.7010 2.8601 -0.8416
39 H -2.1268 0.4265 -0.8953
40 H 0.0421 -1.8241 2.3782

Calculated values
* total charge: -1
* highest occupied orbital energy: -3.66 eV
* multiplicity: 1
* gap between HOMO and LUMO: 0.2534 hartree



4.
Below is a molecular structure, C10H27Cl2N2O3Pd at a distorted geometry, with properties calculated with ωB97M-V with the def2-TZVPD basis set.

CARTESIAN COORDINATES (ANGSTROEM)
1 Pd 0.5333 1.4877 -0.3946
2 Cl 2.8858 2.3521 -0.9594
3 Cl -0.6451 1.9549 -2.7758
4 O -0.1939 3.4517 0.3956
5 O -0.0389 -3.0538 -1.5353
6 O 1.1074 0.6903 1.5748
7 N 1.3756 -0.6307 -1.0667
8 N -1.2679 0.1814 0.0423
9 C 1.3072 -1.1197 -2.4343
10 C 0.2917 -0.5005 1.7924
11 C -2.2261 -1.1988 1.8062
12 C -1.1849 4.2650 1.0943
13 C 1.1842 1.5089 2.6784
14 C -1.7956 3.7824 2.3096
15 C 0.1440 -2.1419 -2.6547
16 C 0.1988 -4.4350 -2.0002
17 C 2.6356 -1.5426 -2.9274
18 C -1.1740 -0.1532 1.4526
19 H -0.0026 -2.5279 -3.6634
20 H -2.5309 -1.7556 0.9201
21 H 1.0615 -1.4355 -0.5435
22 H 2.3696 -0.6674 -0.8917
23 H -2.0006 2.7146 2.2323
24 H -2.6366 4.4390 2.5324
25 H -0.7309 5.2122 1.3854
26 H 1.7593 1.0817 3.4998
27 H -1.9864 4.5417 0.4093
28 H 0.6282 -1.3081 1.1423
29 H 0.2391 -0.8632 2.8190
30 H -0.6847 -1.4349 -2.6941
31 H 2.7648 -1.6983 -3.9984
32 H 2.9695 -2.4119 -2.3608
33 H 3.3531 -0.7571 -2.6905
34 H -1.3920 0.7961 1.9419
35 H -1.1482 3.8588 3.1831
36 H -3.0965 -0.6045 2.0843
37 H 0.2901 1.8453 3.2033
38 H -1.9811 -1.9713 2.5352
39 H -0.3946 -4.6935 -2.8772
40 H -1.7627 -0.5378 -0.4656
41 H 1.0161 -0.2269 -2.9877
42 H -1.9856 0.8688 -0.1381
43 H 1.2463 -4.6665 -2.1936
44 H 1.6720 2.4667 2.4973
45 H -0.1733 -5.1628 -1.2791

Calculated values
* total charge: -1
* highest occupied orbital energy (spin up / spin down): -3.93 / -3.84 eV
* expectation value of S²: 2.01
* multiplicity: 3
* gap between HOMO and LUMO (spin up / spin down): 0.2343 / 0.2308 hartree



5.
Below is 4 unconnected molecules or ions with the total composition C10H27FO4Si at a distorted geometry, with properties calculated with ωB97M-V with the def2-TZVPD basis set.

CARTESIAN COORDINATES (ANGSTROEM)
1 Si 0.2914 1.5555 -0.9044
2 F -1.1280 -3.6341 -0.7049
3 O 2.4678 -6.0256 0.3070
4 O -3.0431 1.9758 0.4247
5 O 4.6007 1.4491 3.1950
6 O -3.8946 1.1656 -2.4201
7 C -0.4241 -0.0693 -0.1901
8 C -0.3802 -2.6313 -0.0010
9 C -2.0119 3.0095 0.2617
10 C 2.9632 1.5624 0.1614
11 C 0.0767 -1.3985 -0.9463
12 C 3.8279 2.0528 4.2231
13 C -4.9435 1.2815 -3.3709
14 C 1.7008 2.1779 0.2583
15 C -1.1423 2.8132 -1.0611
16 C 1.1934 -6.1209 -0.3178
17 H -1.5582 -0.0346 -0.2684
18 H -0.7193 3.8354 -1.3311
19 H 0.8625 1.4068 -2.2639
20 H -0.0806 -0.1905 0.8944
21 H -5.1096 2.3346 -3.6136
22 H 4.8601 0.5758 3.5090
23 H 2.5890 -6.8243 0.8317
24 H 0.4141 -6.1910 0.4453
25 H 4.4277 2.1450 5.1321
26 H -2.6673 1.3909 1.1141
27 H 1.2166 -1.4712 -0.9804
28 H 0.5224 -3.0634 0.5461
29 H 3.5202 3.0447 3.8931
30 H -1.0575 -2.2214 0.8248
31 H -2.5985 3.9823 0.1253
32 H -1.8688 2.5256 -1.8946
33 H -0.4003 -1.5452 -1.9630
34 H 1.0263 -5.2285 -0.9195
35 H -5.8602 0.8442 -2.9667
36 H -4.1689 1.6471 -1.6289
37 H -1.4169 3.0319 1.2254
38 H 3.0953 0.7118 -0.5701
39 H 2.9399 1.4476 4.4231
40 H -4.6578 0.7450 -4.2755
41 H 1.1650 -7.0019 -0.9643
42 H 3.8484 1.9189 0.7627
43 H 1.5221 3.0207 0.9978

Calculated values
* total charge: 0
* highest occupied orbital energy: -9.47 eV
* multiplicity: 1
* gap between HOMO and LUMO: 0.3716 hartree



no.,electronic energy (hartree)
1,-2651.1813
2,-1315.3150
3,-924.9082
4,-1780.6493
5,-1087.3943